{"formula": "C18H26Cl2N4O3S", "method": "wB97M-V/def2-TZVPD", "species": ["N", "Cl", "H", "C", "N", "O", "C", "H", "H", "C", "C", "H", "H", "C", "C", "H", "C", "H", "C", "O", "H", "H", "H", "C", "N", "C", "C", "H", "H", "H", "H", "C", "H", "C", "H", "S", "H", "C", "H", "H", "C", "C", "Cl", "H", "H", "O", "H", "H", "N", "H", "C", "C", "H", "H"], "xyz": [[-1.448, -0.527, -0.445], [-5.924, -4.636, 4.213], [1.658, 1.551, -2.697], [4.121, 1.138, -0.627], [3.192, 2.241, -0.548], [1.373, 3.410, 0.668], [-3.508, -0.933, 3.536], [4.859, -0.312, -3.142], [2.148, 3.725, -1.444], [-3.714, -1.820, 2.470], [3.587, -0.059, -1.421], [-0.480, -1.967, 0.710], [3.168, -0.704, -3.415], [3.638, 1.395, -3.559], [-4.791, -2.327, 5.004], [-0.542, 0.250, -2.200], [2.923, 3.015, -1.733], [2.518, -0.126, -1.220], [-3.107, -2.256, 0.101], [-3.591, -3.351, -0.062], [-3.869, -0.488, 5.591], [4.557, 1.977, -3.461], [-0.013, 0.245, 1.698], [0.572, -0.093, 0.832], [0.876, 1.020, -0.046], [-0.224, -1.135, 0.051], [-4.994, -3.209, 3.954], [4.051, -0.971, -1.040], [-2.064, 1.025, -1.684], [0.392, -1.522, -0.778], [4.300, 0.845, 0.408], [-2.360, -1.505, -1.005], [-1.869, -2.244, -1.657], [3.838, 0.011, -2.931], [3.828, 3.582, -1.981], [2.004, 2.129, 0.581], [5.058, 1.505, -1.054], [-4.468, -2.968, 2.697], [3.465, 1.256, -4.629], [-5.209, -2.529, 5.977], [-0.341, 1.625, -0.544], [-4.041, -1.184, 4.786], [-2.561, 0.502, 3.285], [-2.653, -0.634, 1.184], [1.514, -0.504, 1.191], [2.581, 1.550, 1.752], [-4.628, -3.660, 1.886], [-0.954, 2.003, 0.286], [-3.165, -1.514, 1.238], [2.130, 2.919, -3.706], [2.488, 2.206, -2.960], [-1.133, 0.579, -1.328], [-3.118, -0.989, -1.601], [-0.071, 2.466, -1.180]], "homo_lumo_gap_ev": 9.34, "homo_ha": -0.3223, "largest_force_ev_per_a": 0.9, "mol_weight_g_mol": 449.40, "smiles": "O=C(CN1CCN(S(=O)(=O)N2CCCCCC2)CC1)Nc1cc(Cl)ccc1Cl", "spin_multiplicity": 1}